21
Properties=species:S:1:pos:R:3:forces:R:3 method="wB97M-V/def2-TZVPD" e_above_lowest_ev=5.366 homo_energy_ev="-5.977 / -6.163" max_force_ev_per_a=3.5 homo_lumo_gap_ev="6.81 / 6.99"
C -1.380025 0.186743 0.441795 0.8 -0.1 0.9
C 0.853060 0.106810 -0.210067 -2.0 -0.2 1.5
C 0.086777 0.220124 -1.350692 2.9 0.0 -2.0
C -1.242171 1.333042 1.408344 -0.1 0.0 0.1
C 1.357719 -1.187134 0.318849 -0.2 0.1 0.0
N -1.614957 -1.066397 1.056590 -0.1 0.0 -0.1
N 1.825880 0.279640 -2.440168 -1.0 0.0 -0.5
H -2.102155 0.403007 -0.346986 0.4 -0.1 -0.2
H 1.259646 1.015803 0.218778 -0.1 0.0 0.0
H -2.255940 -1.669721 0.562941 0.1 0.0 0.1
H -1.815269 -1.050574 2.049481 0.0 0.1 -0.2
H 2.388365 1.109844 -2.252488 -0.2 -0.1 0.1
H 2.439954 -0.528206 -2.341808 -0.2 0.1 0.2
H -0.248848 1.185704 -1.698869 -0.2 0.0 0.1
H -0.326315 -0.660095 -1.823526 -0.1 0.1 0.1
H -1.002856 2.259972 0.886116 0.0 0.0 0.0
H 2.384515 -1.101171 0.673838 0.0 0.0 -0.1
H 0.723988 -1.493176 1.161752 0.0 0.0 0.0
H -2.174462 1.500015 1.967758 0.0 0.0 -0.1
H -0.456222 1.138067 2.142731 0.0 0.0 0.0
H 1.299314 -1.982300 -0.424372 0.0 0.1 0.0

***

21
Properties=species:S:1:pos:R:3:forces:R:3 method="wB97M-V/def2-TZVPD" smiles=C[C@@H](CN)N(C)C e_above_lowest_ev=1.805 homo_energy_ev=-8.031 max_force_ev_per_a=3.4 homo_lumo_gap_ev=9.11
C 0.746424 -0.396704 -1.686856 -0.7 1.2 1.4
N 0.575868 -0.605583 -0.228155 0.0 -0.5 -1.7
C 1.826127 -1.059098 0.352542 -0.3 -0.7 0.7
C 0.033034 1.851172 -0.006996 1.0 1.8 -0.6
C -0.200921 0.392993 0.449481 0.6 1.6 0.9
C -1.745760 0.102525 0.358715 2.7 -2.0 0.4
N -2.040457 -0.875730 1.397660 -1.0 0.8 0.9
H -0.194726 0.001196 -2.117298 0.3 -0.9 0.0
H 1.426583 0.463683 -1.834994 0.4 -0.7 -0.4
H 1.078998 -1.363109 -2.046131 0.0 0.3 -0.8
H 2.571877 -1.330433 -0.397360 0.0 0.5 -0.1
H 2.248354 -0.375742 1.096550 0.1 0.1 -0.2
H 1.649709 -2.012974 0.862009 0.0 0.1 0.3
H 1.011599 2.172882 -0.460065 -0.7 -1.2 -0.2
H -0.758726 2.227840 -0.660411 0.1 -0.2 -0.3
H 0.095210 2.617487 0.774728 -0.7 -0.6 0.7
H 0.235875 0.411798 1.478615 -1.2 -0.4 -0.3
H -1.855265 -0.408204 -0.605758 -0.3 0.8 -0.4
H -2.277167 1.026109 0.442675 -0.7 0.3 0.2
H -3.006473 -1.172571 1.395788 0.1 -0.2 -0.1
H -1.420157 -1.667534 1.435269 0.1 0.0 -0.4

***

21
Properties=species:S:1:pos:R:3:forces:R:3 method="wB97M-V/def2-TZVPD" smiles=CNCCN(C)C e_above_lowest_ev=2.786 homo_energy_ev=-7.935 max_force_ev_per_a=5.0 homo_lumo_gap_ev=9.04
C -1.760704 0.844659 1.644183 0.5 0.1 -0.9
N -0.528357 0.236058 1.178489 2.1 0.4 1.7
C 0.475566 0.145086 2.250269 0.1 -0.5 -0.4
C -0.562369 -0.825444 0.214753 -1.3 1.4 -1.0
C -0.369195 -0.142479 -1.207556 -0.4 -4.0 -0.5
N 1.019681 -0.509200 -1.609368 -0.4 1.1 -0.1
C 1.709242 0.057308 -2.919093 -1.3 -2.4 4.2
H -2.438531 0.964274 0.783044 0.2 0.1 0.3
H -2.285815 0.228055 2.388328 0.0 0.2 0.3
H -1.471533 1.858595 2.005322 -0.6 -0.7 0.1
H 0.156029 -0.497511 3.075205 -0.2 0.0 0.3
H 0.742127 1.117159 2.637172 -0.4 0.5 0.2
H 1.464469 -0.249218 1.965825 -0.5 -0.1 -0.6
H -1.512799 -1.377331 0.360464 0.2 0.1 -0.7
H 0.204495 -1.583455 0.284195 0.4 0.0 0.6
H -0.951762 -0.811961 -1.851095 -0.6 0.6 -0.4
H -0.832301 0.834964 -1.221525 0.7 0.7 0.0
H 1.460206 -0.619113 -0.693865 1.3 0.7 -1.2
H 1.650008 1.114235 -2.839015 0.1 1.0 -0.7
H 1.099515 -0.454711 -3.671930 0.7 0.6 -0.3
H 2.732029 -0.329961 -2.773800 -0.4 0.3 -0.8

***

21
Properties=species:S:1:pos:R:3:forces:R:3 method="wB97M-V/def2-TZVPD" smiles=CNCCCCN e_above_lowest_ev=2.920 homo_energy_ev=-8.844 max_force_ev_per_a=6.3 homo_lumo_gap_ev=9.88
C -0.869970 -0.179083 -1.662895 -1.7 -1.1 -1.0
N -2.304472 -0.349076 -1.172573 2.6 -1.7 0.8
C -2.001389 -0.860887 0.178205 0.3 -0.8 1.0
C 0.180976 0.413006 -0.756493 1.0 1.6 -0.1
C 1.144591 -0.447030 0.053192 1.2 0.0 -0.6
C 1.972053 0.459885 1.013916 4.4 -2.9 -2.1
N 1.396755 1.159728 2.121186 3.0 4.1 -3.7
H -0.952415 0.265573 -2.643292 0.3 0.8 -0.1
H -0.476727 -1.178721 -1.915867 -0.5 -0.1 0.2
H -2.940345 0.443677 -1.261172 0.8 -0.1 0.5
H -1.281855 -1.726755 0.224167 -0.7 0.5 -1.3
H -2.771440 -1.315396 0.811054 -0.6 1.0 -0.3
H -1.359074 -0.144636 0.704031 -1.0 0.1 0.7
H -0.185574 1.098106 -0.000252 -0.8 0.4 -0.2
H 0.771568 1.085417 -1.413126 0.1 -0.4 0.3
H 1.867257 -1.013573 -0.597744 -0.4 0.8 0.3
H 0.708225 -1.248061 0.580310 -1.1 -0.8 0.9
H 2.871222 -0.234620 1.467307 -2.0 1.5 -1.2
H 2.507486 1.072711 0.126981 -0.9 -0.2 2.8
H 1.036349 1.995533 1.633442 -0.2 -0.2 1.3
H 0.686787 0.704194 2.509614 -3.7 -2.5 2.0

***

21
Properties=species:S:1:pos:R:3:forces:R:3 method="wB97M-V/def2-TZVPD" e_above_lowest_ev=0.938 homo_energy_ev=-20.184 total_charge=+2 max_force_ev_per_a=1.9 homo_lumo_gap_ev=11.74
C -1.754888 -0.064878 -0.749246 -0.1 0.0 -0.2
C -3.863224 0.492688 0.273986 -1.4 1.0 0.6
C 1.844801 1.395999 0.440144 -0.1 0.5 0.1
C 3.074295 -0.111387 -0.906159 1.1 -0.3 -1.1
C 1.749923 -0.923918 0.953298 -0.3 -1.1 1.0
N -2.860280 -0.387151 -0.218994 0.6 -1.0 -0.3
N 2.159162 0.200089 0.159410 0.0 0.8 0.1
H -1.499151 0.980670 -0.877179 -0.1 0.0 0.1
H -4.088580 0.258715 1.319282 0.2 0.0 -0.1
H -4.795680 0.327773 -0.275818 0.2 0.0 -0.1
H -3.571430 1.537163 0.183781 0.1 -0.1 -0.1
H 1.204669 1.629095 1.280124 -0.1 -0.2 0.1
H 2.228396 2.222762 -0.142742 0.1 -0.1 -0.2
H -1.084197 -0.825063 -1.121769 -0.1 -0.2 0.0
H 3.957703 -0.608858 -0.498891 -0.1 0.1 0.1
H 2.622347 -0.803153 -1.617194 -0.2 0.0 0.1
H 3.396574 0.783975 -1.433523 -0.1 0.0 0.1
H 0.939854 -0.663971 1.633376 0.0 0.1 -0.1
H 1.462269 -1.758883 0.314216 0.0 0.1 -0.1
H 2.594604 -1.268432 1.557447 0.0 0.1 -0.1
H -3.113117 -1.377527 -0.128105 0.3 0.1 -0.2

***

22
Properties=species:S:1:pos:R:3:forces:R:3 method="wB97M-V/def2-TZVPD" smiles=CC[C@@H](N)CNCO e_above_lowest_ev=3.919 homo_energy_ev=-8.884 max_force_ev_per_a=5.2 homo_lumo_gap_ev=9.84
C -0.147990 -0.787324 -0.384399 1.7 1.2 -1.8
N -0.932801 0.271566 -1.067125 -2.7 -1.0 -0.9
C -0.608097 0.599811 -2.489531 -0.5 1.1 0.9
O -0.892638 2.003048 -2.698456 0.1 0.6 1.7
C 0.809041 -0.013709 0.609533 -1.6 -3.7 3.2
C -0.046017 0.081856 2.012576 1.9 3.9 0.7
C -0.200342 -1.158925 2.889352 -1.1 -2.4 -0.9
N 2.016799 -0.917347 0.835419 0.2 2.8 -1.0
H -0.942593 -1.555415 -0.018161 2.2 1.0 -0.1
H 0.698249 -1.179865 -1.088711 -2.1 -0.2 0.8
H -1.989614 0.009478 -0.964045 2.6 0.9 -0.6
H 0.527306 0.491085 -2.609028 -1.7 -0.6 -0.2
H -1.353080 0.155979 -3.238684 1.8 -0.2 0.8
H -0.841405 2.466492 -1.801782 0.0 -1.2 -1.7
H 1.173882 0.987172 0.334549 -0.6 -0.6 -0.4
H 0.697920 0.735688 2.609438 -1.3 -0.5 -0.6
H -0.974540 0.805836 1.901998 1.6 -1.9 0.0
H 0.358255 -1.334058 3.801105 1.6 0.7 -0.4
H -1.132494 -1.300142 3.451612 -0.8 0.4 -1.1
H -0.079826 -2.106439 2.257214 -0.3 1.0 0.9
H 1.803857 -1.640034 1.463708 -0.5 -1.1 0.9
H 2.767636 -0.369952 1.285184 -0.5 -0.4 -0.3